1.
This record from the Open Molecules 2025 dataset describes a structure of composition C30H36MnN3O4. The level of theory is the ωB97M-V functional and the def2-TZVPD basis.

total energy: -75675.5075 eV
E_LUMO (spin up / spin down): 2.54 / 2.53 eV
Kohn-Sham gap (spin up / spin down): 5.497 / 7.555 eV
HOMO energy (spin up / spin down): -0.10875 / -0.18457 hartree

```
! RIJCOSX wB97M-V def2-TZVPD def2/J DEFGRID3
* xyz -1 6
C -0.19 -2.66 0.62
C -1.22 -2.20 1.51
C -2.14 -1.41 0.76
H -1.34 -2.54 2.55
C -1.66 -1.34 -0.61
C -0.47 -2.15 -0.68
H -2.19 -0.95 -1.48
C 1.86 -0.05 1.86
C 0.94 -0.76 2.68
C -0.26 0.00 2.77
H 1.18 -1.66 3.24
C -0.15 1.13 1.84
C 1.20 1.09 1.32
H -3.13 -1.10 1.11
H 0.06 -2.39 -1.60
H 0.60 -3.36 0.87
H 1.66 1.86 0.70
H -1.07 -0.17 3.48
H 2.92 -0.29 1.79
Mn -0.11 -0.55 0.69
C -1.20 2.15 1.44
C -0.50 3.52 1.35
C -2.37 2.18 2.42
H 0.09 3.69 2.26
H -1.24 4.33 1.26
H 0.19 3.54 0.49
H -2.03 2.36 3.45
H -2.93 1.23 2.40
H -3.05 2.99 2.11
C -1.83 1.62 0.08
C -2.39 2.64 -0.87
H -2.64 0.92 0.26
H -1.05 1.11 -0.53
O -1.67 3.59 -1.13
N -3.64 2.38 -1.42
C -4.01 1.06 -2.04
H -3.91 3.17 -2.01
C -4.75 0.10 -1.13
C -4.98 -1.22 -1.54
H -4.66 -1.54 -2.54
C -5.58 -2.14 -0.67
H -5.70 -3.19 -0.97
C -6.03 -1.71 0.58
H -6.52 -2.42 1.26
C -5.91 -0.36 0.95
H -6.30 0.00 1.91
C -5.29 0.55 0.07
H -5.25 1.61 0.30
H -3.11 0.57 -2.47
H -4.68 1.29 -2.88
C 5.18 -1.61 0.84
C 5.21 -0.38 -0.07
C 4.42 -0.46 -1.40
C 4.94 0.68 -2.33
C 4.90 2.07 -1.75
C 4.65 -1.79 -2.13
O 5.58 -2.02 -2.89
N 3.69 -2.75 -1.88
C 2.68 -2.66 -0.91
O 2.27 -3.71 -0.40
N 2.20 -1.40 -0.65
C 2.87 -0.37 -1.20
O 2.28 0.69 -1.51
H 4.16 -1.88 1.12
H 5.75 -1.40 1.76
H 5.67 -2.46 0.34
H 4.86 0.50 0.49
H 6.26 -0.18 -0.33
H 5.96 0.41 -2.62
H 4.33 0.64 -3.24
H 5.57 2.18 -0.90
H 5.21 2.77 -2.53
H 3.88 2.31 -1.45
H 3.91 -3.69 -2.16
*
```

2.
This record from the Open Molecules 2025 dataset describes the molecule C4H8O2. The level of theory is the ωB97M-V functional and the def2-TZVPD basis.

SMILES string: C1COCCO1
total energy: -8371.7488 eV
E_LUMO: 1.12 eV
Kohn-Sham gap: 10.491 eV
HOMO energy: -0.34438 hartree
energy relative to the best compared isomer or geometry (same formula, charge and spin): 35.3 kcal per mole

```
! RIJCOSX wB97M-V def2-TZVPD def2/J DEFGRID3
* xyz 0 1
C 0.04 0.54 -1.30
C -0.02 1.37 -0.02
O 0.70 0.71 1.00
C 0.05 -0.52 1.28
C -0.02 -1.38 0.02
O -0.61 -0.70 -1.06
H -0.50 1.04 -2.10
H 1.08 0.37 -1.62
H 0.34 2.40 -0.14
H -1.07 1.47 0.28
H 0.61 -1.03 2.08
H -0.97 -0.31 1.64
H 1.00 -1.67 -0.26
H -0.63 -2.28 0.20
*
```